Here is a structure of composition C30H29ClMnN3O5SSbSe4 at a distorted geometry from the OMol25 dataset. Energies are from the ωB97M-V functional and the def2-TZVPD basis.

gap between HOMO and LUMO (alpha / beta)	0.205 / 0.200	Ha
E_tot	-368874.5767	eV
spin multiplicity	1
charge	+1

Atoms and positions in Å:
Mn 0.0275 -1.5932 -1.0705
C -2.0276 -0.9303 4.0970
O -0.8465 -0.1533 4.1016
C -1.0598 1.2142 4.1916
C -0.7918 1.8813 5.3782
C -0.9693 3.2502 5.4597
C -1.4432 3.9595 4.3681
C -1.7011 3.3086 3.1752
C -1.4867 1.9404 3.0746
N -1.7632 1.2722 1.8524
C -0.8612 0.6125 1.0974
N 0.3962 0.5341 1.5722
C 1.4291 -0.2796 1.1212
C 1.5696 -0.7822 -0.1613
C 2.5752 -1.6727 -0.4699
C 3.4232 -2.1303 0.5240
C 3.3357 -1.6122 1.8053
C 2.3787 -0.6573 2.0966
O 2.2332 -0.0869 3.3367
C 3.2921 0.7675 3.7338
N -1.2211 0.0728 -0.0571
C -2.4805 0.5478 -0.5821
C -3.4981 -0.3499 -0.9138
C -4.5423 0.0458 -1.7353
C -4.6017 1.3548 -2.1953
C -3.6755 2.2852 -1.7548
C -2.6171 1.8990 -0.9403
O -1.7040 2.8268 -0.4779
C -0.5859 3.0164 -1.3111
H -1.7115 -1.9660 4.2129
H -2.5859 -0.8186 3.1580
H -2.6811 -0.6615 4.9303
H -0.4534 1.3112 6.2286
H -0.7482 3.7617 6.3820
H -1.6060 5.0224 4.4404
H -2.0505 3.8492 2.3079
H -2.6078 1.5713 1.3813
H 0.5256 0.7874 2.5507
H 2.7850 -2.0106 -1.4861
H 4.1513 -2.8875 0.2716
H 4.0070 -1.9525 2.5790
H 3.0738 1.0436 4.7621
H 3.3110 1.6666 3.1076
H 4.2664 0.2757 3.6819
H -3.4166 -1.3851 -0.5806
H -5.2917 -0.6672 -2.0583
H -5.3694 1.6290 -2.9050
H -3.7248 3.3189 -2.0559
H 0.0357 3.7758 -0.8440
H -0.8742 3.3222 -2.3210
H -0.0018 2.0872 -1.3788
Se -1.2316 -1.5489 -6.8978
Sb -2.4368 -0.9438 -4.9497
Se -1.2032 0.5513 -3.5543
Se -0.9936 -1.3340 -2.6721
Se -4.7924 -0.9108 -4.9151
Cl -2.0156 -4.3729 -0.6480
C -0.4565 -4.5529 0.1984
C 0.1759 -3.2466 -0.1924
O 0.7738 -3.1999 -1.2835
O -0.0448 -2.2579 0.4964
H 0.0831 -5.4073 -0.2030
H -0.6296 -4.6118 1.2702
S 1.4738 0.3399 -2.2296
C 2.5805 -0.3605 -3.4505
C 3.9484 -0.2978 -3.2127
C 4.8146 -0.7929 -4.1706
C 4.3231 -1.3373 -5.3482
C 2.9563 -1.3867 -5.5804
C 2.0809 -0.8980 -4.6302
H 4.3271 0.1357 -2.2971
H 5.8774 -0.7467 -3.9893
H 5.0134 -1.7109 -6.0887
H 2.5473 -1.7846 -6.4960
H 1.0137 -0.9378 -4.8384